Formula: C4H6O2
Source: the Open Molecules 2025 dataset
Level of theory: ωB97M-V with the def2-TZVPD basis set

```
12
Properties=species:S:1:pos:R:3:forces:R:3:nbo_charge:R:1
C -1.179 0.135 -0.746 -0.09 0.11 -0.11 -0.72
C -0.018 -0.458 1.544 0.14 -0.40 0.31 0.16
O 0.937 -1.031 0.883 -0.29 0.22 0.26 -0.44
C 1.302 -0.069 -0.150 0.08 0.12 -0.05 -0.17
C 0.050 0.841 -0.174 0.00 0.31 -0.37 0.53
O 0.106 2.044 -0.040 0.10 -0.35 -0.24 -0.57
H -2.077 0.404 -0.188 0.15 0.09 -0.10 0.24
H -1.274 0.502 -1.770 -0.13 -0.03 -0.07 0.23
H -1.097 -0.959 -0.776 0.08 0.26 0.03 0.21
H -0.380 -1.154 2.312 0.23 -0.38 0.18 0.11
H 1.465 -0.604 -1.091 -0.06 0.02 0.16 0.20
H 2.215 0.441 0.159 -0.20 0.04 0.01 0.21
```
Positions in Å, forces in eV/Å.

Its energy above the lowest of the compared OMol25 structures with the same formula, charge and spin is 94.61 kcal per mole. The frontier orbital gap is 9.16 eV. As for the net charge: 0. The HOMO energy is -8.974 eV. The calculation puts the total energy at -306.355530 Eh. For the LUMO energy, the calculation gives 0.0068 Ha. The spin multiplicity is 1.



Formula: H4N2O4
Source: the Open Molecules 2025 dataset
Level of theory: ωB97M-V with the def2-TZVPD basis set

```
10
Properties=species:S:1:pos:R:3:forces:R:3:nbo_charge:R:1
N -0.589 -0.216 -0.346 -3.22 -1.46 1.79 0.25
N 0.468 -0.359 0.476 3.03 -0.08 -3.08 0.29
O -0.730 0.953 -0.999 0.31 0.29 1.16 -0.50
O 1.198 -0.824 -1.136 0.92 0.42 1.39 -0.73
O 1.053 0.834 0.758 -0.30 -0.35 -0.11 -0.51
O -1.450 -0.411 1.238 -0.47 1.32 -1.64 -0.70
H -1.161 0.694 -1.830 -0.03 -0.15 0.30 0.50
H 1.149 -1.789 -1.074 -0.07 0.09 0.19 0.45
H 1.703 0.607 1.440 -0.06 -0.04 -0.06 0.50
H -1.640 0.512 1.473 -0.11 -0.04 0.06 0.44
```
Positions in Å, forces in eV/Å.

Its energy above the lowest of the compared OMol25 structures with the same formula, charge and spin is 37.51 kcal per mole. The frontier orbital gap is 9.39 eV. As for the net charge: 0. The HOMO energy is -9.698 eV. The calculation puts the total energy at -412.533089 Eh. For the LUMO energy, the calculation gives -0.0113 Ha. The spin multiplicity is 1.



Formula: Cl2H3NSi
Source: the Open Molecules 2025 dataset
Level of theory: ωB97M-V with the def2-TZVPD basis set

```
7
Properties=species:S:1:pos:R:3:forces:R:3:nbo_charge:R:1
N 1.895 0.591 0.394 -1.92 -1.30 2.11 -0.71
Si -0.849 -0.527 -0.667 1.32 1.07 -2.10 0.97
Cl -0.723 -2.122 0.483 -0.36 -1.17 0.88 -0.34
Cl -1.731 1.140 -0.057 -0.83 1.16 1.09 -0.37
H 1.504 1.551 0.563 0.19 -0.92 -0.06 0.31
H 1.487 -0.011 1.269 1.14 1.86 -2.40 0.30
H -1.583 -0.623 -1.985 0.46 -0.70 0.47 -0.16
```
Positions in Å, forces in eV/Å.

Its energy above the lowest of the compared OMol25 structures with the same formula, charge and spin is 110.50 kcal per mole. The frontier orbital gap (alpha / beta) is 7.30 / 9.86 eV. As for the net charge: 0. The HOMO energy (alpha / beta) is -8.023 / -10.739 eV. The calculation puts the total energy at -1266.380028 Eh. For the LUMO energy (alpha / beta), the calculation gives -0.0264 / -0.0324 Ha. The spin multiplicity is 1.



Formula: C21H68N12O13
Source: the Open Molecules 2025 dataset
Level of theory: ωB97M-V with the def2-TZVPD basis set

```
114
Properties=species:S:1:pos:R:3:forces:R:3:mulliken_charge:R:1
C -0.316 -0.623 0.431 0.94 -3.28 1.95 2.91
O 0.350 0.270 -0.368 -1.27 2.78 -1.29 4.18
H 0.334 -1.514 0.311 -0.74 -0.28 0.86 -1.84
H -1.262 -0.955 0.054 -0.73 0.66 -0.46 0.46
H -0.349 -0.406 1.520 -0.09 0.19 -0.75 -0.76
H 1.236 0.384 -0.057 1.43 -0.03 0.46 -1.62
C -1.746 -2.995 2.552 3.79 -0.44 -0.39 -0.76
O -1.277 -2.056 3.445 0.32 1.17 0.67 -0.55
H -1.335 -2.819 1.550 -0.57 0.13 -0.35 0.07
H -2.744 -2.969 2.630 -3.73 -0.24 -0.32 0.39
H -1.347 -3.965 2.812 -0.17 -0.78 0.18 0.41
H -0.307 -2.145 3.433 0.42 0.13 0.26 0.37
C -1.287 -3.717 -1.468 0.34 -1.97 0.57 -0.30
O -1.893 -2.632 -2.049 0.42 2.05 -1.49 -0.78
H -0.562 -3.462 -0.647 -0.92 -0.13 -0.42 -0.25
H -0.708 -4.287 -2.224 -0.35 0.25 0.41 0.25
H -2.164 -4.291 -1.152 0.92 -0.86 0.70 0.50
H -2.793 -2.546 -1.769 -0.55 0.37 0.14 0.30
C -2.202 1.175 -2.542 -4.67 -4.61 3.61 0.12
O -2.812 0.204 -1.855 3.01 4.36 -2.69 -0.42
N -1.082 1.022 -3.207 1.09 0.43 -1.16 -0.17
N -2.680 2.417 -2.637 -1.32 1.95 -0.53 -0.21
H -0.556 0.199 -3.089 0.16 -0.89 -0.28 -0.12
H -0.971 1.561 -4.039 0.32 0.11 -0.36 0.42
H -3.574 2.627 -2.202 0.27 -0.32 -0.26 0.31
H -2.471 2.959 -3.491 -0.14 -0.38 1.06 0.21
C 1.475 3.603 0.900 2.57 5.63 6.07 0.29
O 1.861 4.522 1.854 -2.02 -4.48 -4.51 -0.79
N 2.281 3.203 -0.045 1.62 0.59 -2.90 -0.26
N 0.363 2.963 0.898 -5.56 -1.87 2.16 -0.01
H 3.167 3.626 0.189 0.54 0.29 -1.14 0.26
H 1.825 3.081 -1.032 1.22 0.29 1.93 -0.03
H -0.342 3.132 1.702 1.30 0.12 -1.89 0.13
H 0.195 2.127 0.299 0.21 1.15 0.49 -0.61
C 4.192 0.189 -0.162 5.05 1.74 3.58 0.13
O 5.144 0.724 0.644 -4.76 -2.55 -4.11 -0.79
N 4.185 -1.143 -0.439 2.60 -2.24 -0.51 -0.28
N 3.127 0.756 -0.643 0.30 4.41 3.21 0.16
H 5.082 -1.602 -0.307 -0.16 0.32 0.19 0.28
H 3.559 -1.700 -1.029 0.31 1.42 -0.39 0.40
H 2.954 1.764 -0.399 0.35 -1.49 0.01 -0.17
H 2.657 0.442 -1.401 -1.38 -1.61 -3.31 0.16
C 2.208 -4.042 -1.607 -3.00 -1.54 -6.16 0.24
O 1.648 -4.684 -2.653 2.34 2.96 4.87 -0.73
N 1.987 -2.809 -1.238 -1.91 2.36 -1.00 0.30
N 3.137 -4.576 -0.838 3.00 -5.93 -0.79 -0.47
H 1.300 -2.254 -1.859 1.02 -0.98 1.90 -0.58
H 2.240 -2.497 -0.293 -0.72 -0.20 -0.69 -0.70
H 3.273 -5.557 -1.278 0.13 1.81 1.49 0.34
H 4.040 -4.111 -0.737 -0.47 0.03 -0.09 0.21
C 1.281 -0.887 -3.351 4.46 5.43 0.50 0.10
O 2.284 -0.080 -3.003 -3.55 -3.67 -1.69 -0.77
N 0.953 -1.165 -4.574 -0.30 -1.60 -4.60 -0.02
N 0.345 -1.223 -2.523 -3.30 -1.19 2.92 -0.69
H 1.513 -0.773 -5.350 -0.47 -0.89 0.79 0.34
H 0.216 -1.912 -4.746 1.61 1.61 -0.01 0.25
H 0.254 -0.594 -1.684 0.39 -0.72 -0.31 -0.01
H -0.537 -1.731 -2.809 0.98 0.64 0.56 0.22
C 2.097 -2.540 2.151 -2.52 -0.18 5.21 0.38
O 1.382 -2.444 3.295 2.07 -1.18 -4.22 -0.80
N 2.479 -3.679 1.596 -1.29 -4.23 -1.25 -0.36
N 2.550 -1.493 1.618 0.40 6.59 -1.56 0.79
H 1.773 -4.318 1.934 0.38 -0.94 0.51 0.39
H 2.568 -3.999 0.545 0.28 1.27 2.78 0.30
H 2.121 -0.601 2.042 1.15 -1.53 -0.89 -0.67
H 3.233 -1.313 0.804 -1.00 -1.34 1.97 0.41
C -2.964 1.041 3.168 -1.49 -0.92 0.94 -1.67
C -2.161 1.887 2.221 -2.86 -6.47 -4.08 3.13
C -2.753 1.800 0.799 -0.31 -0.21 1.17 -0.96
O -1.902 3.094 2.472 2.35 7.08 3.45 -0.64
H -2.249 0.887 3.960 -0.43 -0.35 0.97 0.49
H -3.219 0.025 2.752 0.72 1.08 0.26 -0.01
H -3.965 1.396 3.559 1.27 0.27 -0.40 0.25
H -1.237 1.379 2.232 1.45 -0.93 -0.27 -2.09
H -3.684 2.328 0.803 -1.10 0.45 0.37 0.75
H -3.024 0.793 0.591 0.26 -0.61 -0.78 -0.59
H -2.228 2.334 0.039 1.07 -0.14 -0.57 0.46
H -2.529 3.707 2.142 -1.04 0.88 -0.34 0.41
C 2.376 4.399 -3.088 -0.65 -1.23 2.93 -1.72
C 1.239 3.376 -3.371 -0.03 5.20 -3.48 0.93
C 1.581 2.563 -4.523 0.58 -1.47 -2.03 -1.23
O 0.952 2.626 -2.367 -0.46 -3.29 6.05 0.00
H 2.407 5.167 -3.822 -0.23 0.76 -0.45 0.49
H 3.390 3.932 -3.061 -0.76 0.18 0.26 0.32
H 2.044 4.769 -2.027 1.24 0.08 -2.05 0.46
H 0.364 4.072 -3.481 0.26 -0.28 -0.91 0.28
H 1.768 3.193 -5.387 -0.22 -0.21 -0.43 0.47
H 0.926 1.683 -4.726 0.03 0.97 -0.16 0.10
H 2.509 2.061 -4.277 0.40 -0.06 0.00 0.33
H 0.078 2.202 -2.413 0.33 -0.05 -0.08 -0.40
C 1.020 0.498 4.543 2.11 1.63 3.09 -0.99
C 1.919 1.246 3.553 3.75 3.42 11.52 1.05
C 3.409 0.966 3.752 1.42 0.00 1.36 -1.51
O 1.735 0.919 2.404 -4.06 -2.13 -13.41 0.64
H 0.114 0.292 4.110 -2.62 -0.05 -0.89 -0.24
H 0.943 1.017 5.576 -0.21 -0.46 -1.81 0.26
H 1.398 -0.465 4.803 0.66 -0.83 -0.13 0.43
H 1.808 2.344 3.615 -0.21 -0.07 0.88 0.66
H 3.641 0.769 4.811 0.39 0.83 -0.21 0.41
H 4.106 1.628 3.179 -0.77 0.26 1.03 0.36
H 3.729 0.049 3.295 -0.59 -0.98 -0.32 0.25
H 1.232 1.638 1.976 0.03 -0.88 -0.46 -1.57
C -6.035 -0.191 1.673 -1.44 -0.07 -0.37 -1.31
C -5.401 -0.627 0.389 8.34 2.03 5.69 1.14
C -4.314 -1.682 0.684 -3.11 0.27 1.15 -0.25
O -6.144 -0.825 -0.590 -6.49 -3.91 -6.53 -0.50
H -6.903 0.375 1.349 -0.60 0.28 0.29 0.51
H -5.511 0.468 2.337 0.73 0.00 0.08 0.09
H -6.389 -1.065 2.200 -0.22 -0.19 0.44 0.33
H -4.796 0.141 -0.045 1.44 1.64 1.11 -0.13
H -3.702 -1.865 -0.080 1.96 -0.79 -3.93 -0.48
H -4.678 -2.622 1.032 -0.53 -0.77 0.46 0.83
H -3.588 -1.337 1.344 0.68 0.93 1.83 -0.41
H -6.866 -0.223 -0.520 -1.07 0.45 -0.46 0.39
```
Positions in Å, forces in eV/Å.

Its energy above the lowest of the compared OMol25 structures with the same formula, charge and spin is 321.11 kcal per mole. The frontier orbital gap is 8.69 eV. As for the net charge: 0. The HOMO energy is -9.021 eV. The calculation puts the total energy at -2475.819458 Eh. For the LUMO energy, the calculation gives -0.0120 Ha. The spin multiplicity is 1.



Formula: ClFH2NP
Source: the Open Molecules 2025 dataset
Level of theory: ωB97M-V with the def2-TZVPD basis set

```
6
Properties=species:S:1:pos:R:3:forces:R:3:nbo_charge:R:1
N 1.207 0.116 0.064 -3.88 -0.32 -0.67 -1.04
P -0.730 0.368 -0.803 2.80 2.10 2.79 1.21
F -1.101 1.513 0.416 0.69 -1.78 -2.06 -0.59
Cl -1.992 -1.033 -0.078 0.21 -0.44 0.16 -0.29
H 0.790 -0.430 0.841 0.87 0.29 -0.10 0.35
H 1.826 -0.534 -0.441 -0.68 0.14 -0.12 0.36
```
Positions in Å, forces in eV/Å.

Its energy above the lowest of the compared OMol25 structures with the same formula, charge and spin is 35.33 kcal per mole. The frontier orbital gap is 10.00 eV. As for the net charge: 0. The HOMO energy is -9.984 eV. Its structure (SMILES) is NP(F)Cl. The calculation puts the total energy at -957.379983 Eh. For the LUMO energy, the calculation gives 0.0006 Ha. The spin multiplicity is 1.



Formula: CH3N3O
Source: the Open Molecules 2025 dataset
Level of theory: ωB97M-V with the def2-TZVPD basis set

```
8
Properties=species:S:1:pos:R:3:forces:R:3:nbo_charge:R:1
N 0.905 -1.990 -1.360 0.14 -2.15 -2.55 -0.38
C 0.949 -1.387 -0.411 -0.49 4.41 4.34 0.53
O 0.888 -0.434 0.575 0.70 -2.09 -1.82 -0.41
N -0.525 -0.049 0.730 -0.53 -0.30 -3.90 -0.16
N -0.869 1.044 -0.136 2.00 1.09 2.04 -0.63
H -0.503 0.168 1.665 -0.28 1.32 2.50 0.35
H -0.221 1.903 -0.008 -1.16 -1.69 0.23 0.33
H -0.622 0.744 -1.055 -0.37 -0.60 -0.84 0.36
```
Positions in Å, forces in eV/Å.

Its energy above the lowest of the compared OMol25 structures with the same formula, charge and spin is 94.11 kcal per mole. The frontier orbital gap is 11.37 eV. As for the net charge: 0. The HOMO energy is -10.763 eV. Its structure (SMILES) is N#CONN. The calculation puts the total energy at -279.277256 Eh. For the LUMO energy, the calculation gives 0.0223 Ha. The spin multiplicity is 1.